<one>
This record from the Open Molecules 2025 dataset describes one molecule with the formula C2H6N4O2. The level of theory is ωB97M-V/def2-TZVPD.

Values from the calculation:
Kohn-Sham gap = 9.4 eV
HOMO level = -8.565 eV
SMILES = N/N=C(\N)C(=O)ON
molecular weight = 118.10 g/mol

Last column: Löwdin charge in e.
Atoms and positions in Å:
N  2.45049  -1.00212  -0.02850  0.02
H  2.74269  -1.93771  0.21569  0.09
H  -3.21894  0.09864  0.07452  0.08
C  0.53247  0.23557  0.02824  -0.35
N  1.15812  1.47182  0.15794  0.13
H  -3.26118  -1.37068  -0.71255  0.09
C  -0.94221  0.29565  0.01090  -0.44
H  0.50208  2.23693  0.07181  0.09
H  2.97180  -0.26757  0.44283  0.08
N  -2.94377  -0.88847  0.12669  0.08
O  -1.56252  1.33870  -0.06175  0.08
O  -1.52357  -0.90135  0.08052  -0.04
N  1.10130  -0.90814  -0.01172  0.01
H  1.99325  1.59873  -0.39464  0.09

=====

<two>
This record from the Open Molecules 2025 dataset describes one molecule with the formula C2H6N4O2. The level of theory is ωB97M-V/def2-TZVPD.

Values from the calculation:
Kohn-Sham gap = 8.8 eV
HOMO level = -9.128 eV
SMILES = [H]/N=C(NO)\C(=N/[H])NO
molecular weight = 118.10 g/mol

Last column: Löwdin charge in e.
Atoms and positions in Å:
O  2.48600  0.24244  0.08930  -0.09
H  -1.38265  -1.86900  -0.53025  0.08
N  0.14953  1.92662  -0.16150  0.14
N  -0.29172  -1.95192  -0.42782  0.10
N  1.64530  -0.81176  0.26564  -0.08
C  -0.29372  0.66650  -0.34473  -0.34
H  2.19568  -1.62382  -0.08592  0.15
C  0.34414  -0.75922  -0.25141  -0.31
H  -2.37341  1.07168  -0.87807  0.20
H  -2.42435  0.58774  1.46358  0.23
O  -2.23022  -0.31197  0.71253  -0.17
N  -1.61019  0.28560  -0.50134  -0.12
H  2.62872  0.56178  1.05243  0.16
H  1.15689  1.98533  -0.40247  0.04

=====

On energetic grounds, <one> is preferred over the next structure by 0.1720 hartree.